# 1
Entry from OMol25: a molecular structure, C58H41Cl4I2N6O4RbS3 in a non-equilibrium geometry (ωB97M-V with the def2-TZVPD basis set).

Values from the calculation:
Orbital gap, eV: 5.50
Net charge: -2

Each line ends with the Löwdin charge.
Element x y z (Å)
Rb (-0.253, 0.876, -1.140)  0.94
Cl (-3.110, 8.299, -4.473)  0.61
C (-2.310, 7.343, -3.243)  -0.67
C (-2.946, 6.233, -2.716)  -0.10
C (-2.309, 5.484, -1.740)  -0.01
C (-1.033, 5.825, -1.278)  -0.15
C (-0.422, 6.954, -1.830)  -0.02
C (-1.049, 7.711, -2.807)  -0.12
C (-0.413, 5.008, -0.238)  -0.03
C (0.892, 5.000, 0.212)  -0.11
C (2.205, 5.564, -0.084)  0.03
C (3.106, 4.915, 0.676)  0.00
C (2.441, 3.911, 1.528)  -0.13
C (2.968, 2.985, 2.368)  -0.03
C (4.414, 2.638, 2.233)  -0.14
C (5.115, 2.017, 3.272)  0.00
C (6.463, 1.708, 3.162)  -0.10
C (7.135, 1.987, 1.987)  -0.67
Cl (8.843, 1.643, 1.857)  0.62
C (6.452, 2.492, 0.897)  -0.10
C (5.103, 2.786, 1.021)  -0.04
C (2.196, 2.285, 3.450)  -0.30
N (1.290, 1.303, 3.234)  0.09
C (0.981, 0.810, 4.460)  -0.27
C (-0.115, -0.125, 4.775)  -0.07
C (0.092, -0.928, 6.019)  -0.19
C (0.893, -2.066, 5.962)  0.01
C (1.098, -2.847, 7.089)  -0.10
C (0.505, -2.474, 8.284)  -0.67
Cl (0.762, -3.452, 9.717)  0.61
C (-0.287, -1.345, 8.372)  -0.11
C (-0.492, -0.578, 7.231)  -0.04
C (-1.324, -0.196, 4.197)  -0.22
C (-2.613, -0.560, 4.813)  0.02
C (-3.564, 0.266, 4.347)  0.00
C (-2.936, 1.215, 3.395)  -0.11
N (-1.697, 0.564, 3.056)  -0.01
C (-3.241, 2.462, 2.996)  -0.04
C (-2.158, 3.199, 2.289)  -0.20
C (-0.889, 3.164, 2.733)  0.07
C (-0.094, 3.383, 1.490)  -0.19
C (-1.108, 4.066, 0.629)  -0.20
N (-2.322, 3.880, 1.028)  0.19
C (-4.495, 3.168, 3.363)  -0.14
C (-5.108, 3.013, 4.607)  -0.03
C (-6.263, 3.707, 4.938)  -0.11
C (-6.810, 4.582, 4.018)  -0.68
Cl (-8.265, 5.466, 4.428)  0.61
C (-6.213, 4.783, 2.787)  -0.10
C (-5.060, 4.082, 2.468)  -0.01
C (1.678, 1.497, 5.478)  -0.05
C (2.445, 2.462, 4.825)  -0.09
N (1.094, 4.134, 1.261)  0.07
H (-3.929, 5.954, -3.070)  0.10
H (-2.804, 4.617, -1.321)  0.11
H (0.555, 7.262, -1.483)  0.10
H (-0.565, 8.583, -3.226)  0.10
H (2.422, 6.340, -0.797)  0.10
H (4.157, 5.149, 0.728)  0.11
H (4.594, 1.764, 4.183)  0.10
H (6.980, 1.232, 3.984)  0.10
H (6.955, 2.618, -0.052)  0.10
H (4.564, 3.057, 0.124)  0.11
H (1.345, -2.348, 5.019)  0.13
H (1.705, -3.741, 7.038)  0.10
H (-0.736, -1.070, 9.317)  0.10
H (-1.103, 0.316, 7.284)  0.12
H (-2.737, -1.295, 5.593)  0.12
H (-4.593, 0.299, 4.664)  0.10
H (-0.531, 2.726, 3.645)  0.11
H (0.065, 2.370, 1.086)  0.11
H (-4.654, 2.376, 5.353)  0.10
H (-6.723, 3.584, 5.909)  0.10
H (-6.645, 5.482, 2.084)  0.10
H (-4.577, 4.240, 1.513)  0.10
H (1.597, 1.334, 6.543)  0.09
H (3.094, 3.201, 5.275)  0.09
C (1.497, -3.990, -2.611)  -0.57
C (2.906, -4.396, -2.142)  -0.53
S (3.642, -3.344, -0.855)  0.80
C (5.130, -2.753, -1.698)  -0.57
C (4.950, -1.946, -2.982)  -0.55
S (4.009, -0.416, -2.759)  0.84
C (2.838, -0.498, -4.142)  -0.54
C (2.024, -1.783, -4.276)  -0.52
S (1.137, -2.237, -2.772)  0.86
H (1.272, -4.482, -3.561)  0.07
H (0.773, -4.333, -1.872)  -0.04
H (2.843, -5.401, -1.722)  0.06
H (3.601, -4.426, -2.985)  0.06
H (5.623, -2.137, -0.942)  0.06
H (5.789, -3.601, -1.908)  0.07
H (5.936, -1.695, -3.380)  0.06
H (4.441, -2.547, -3.732)  0.05
H (2.159, 0.339, -3.961)  0.04
H (3.366, -0.305, -5.079)  0.07
H (1.290, -1.620, -5.070)  0.07
H (2.647, -2.627, -4.576)  0.06
O (0.441, 1.823, -3.398)  -0.31
N (-0.760, 1.922, -3.754)  -0.12
N (-1.472, 0.847, -3.604)  -0.34
O (-1.043, -0.286, -3.117)  -0.38
C (-2.855, 0.947, -3.987)  -0.17
C (-3.723, -0.011, -3.492)  -0.01
C (-5.069, 0.050, -3.834)  -0.09
C (-5.541, 1.051, -4.670)  -0.11
C (-4.654, 2.000, -5.167)  -0.10
C (-3.310, 1.953, -4.833)  -0.03
H (-3.325, -0.787, -2.855)  0.12
H (-5.749, -0.695, -3.439)  0.10
H (-6.590, 1.092, -4.936)  0.09
H (-5.009, 2.783, -5.826)  0.09
H (-2.611, 2.688, -5.205)  0.10
I (-0.613, -1.733, 1.351)  0.85
I (0.260, -4.936, 0.904)  -0.42
O (-1.909, 0.865, 0.829)  -0.18
C (-1.479, 0.211, 1.748)  -0.84
O (2.793, -0.137, 0.882)  0.06
C (1.812, 0.406, 0.865)  -0.17

=====

# 2
Entry from OMol25: C3H10N4 in the gas phase in a non-equilibrium geometry (ωB97M-V with the def2-TZVPD basis set).

Values from the calculation:
Relative energy (zero: lowest compared OMol25 entry of this formula, charge and spin), kcal/mol: 100.3
Orbital gap (alpha / beta), eV: 9.17 / 7.55
Net charge: 0

Each line ends with the Löwdin charge.
Element x y z (Å)
C (-1.828, -1.387, -0.239)  -0.12
C (2.144, -0.169, -0.135)  -0.15
N (-0.074, 0.593, 1.466)  0.15
N (-1.492, -0.032, 0.083)  -0.03
C (-0.121, 0.457, 0.007)  -0.79
N (-0.042, 1.681, -0.740)  0.11
N (0.786, -0.575, -0.247)  0.07
H (0.387, -0.209, 1.904)  0.04
H (-2.196, 0.648, 0.321)  0.12
H (-0.423, 2.454, -0.202)  0.08
H (0.917, 1.906, -0.973)  0.05
H (-2.849, -1.603, 0.073)  0.08
H (-1.124, -2.063, 0.254)  0.07
H (-1.711, -1.562, -1.315)  0.08
H (2.478, 0.576, -0.881)  0.08
H (2.805, -1.032, -0.227)  0.07
H (2.343, 0.319, 0.851)  0.10

=====

# 3
Entry from OMol25: 2 unconnected molecules or ions with the total composition C7H14 (ωB97M-V with the def2-TZVPD basis set).

Values from the calculation:
Relative energy (zero: lowest compared OMol25 entry of this formula, charge and spin), kcal/mol: 142.2
Orbital gap, eV: 7.84
Net charge: 0

Each line ends with the Löwdin charge.
Element x y z (Å)
C (-0.532, 1.693, 0.528)  -0.05
C (-0.477, 0.202, 0.177)  -0.59
C (-1.194, -0.032, -1.161)  -0.04
C (-1.142, -0.631, 1.276)  -0.05
C (0.974, -0.211, -0.014)  -0.41
C (2.040, 0.047, -0.930)  -0.12
C (1.627, -1.357, -0.715)  -0.15
H (0.019, 1.902, 1.455)  0.09
H (-0.096, 2.300, -0.273)  0.09
H (-1.569, 2.014, 0.678)  0.09
H (-2.224, 0.334, -1.092)  0.09
H (-0.691, 0.499, -1.975)  0.09
H (-1.232, -1.097, -1.414)  0.08
H (-0.646, -0.478, 2.243)  0.08
H (-2.196, -0.351, 1.391)  0.09
H (-1.094, -1.700, 1.038)  0.09
H (1.380, -0.188, 1.397)  0.21
H (1.978, 0.702, -1.788)  0.07
H (1.871, 0.277, 0.729)  0.16
H (2.270, -2.053, -0.164)  0.09
H (0.934, -1.875, -1.386)  0.10

=====

# 4
Entry from OMol25: a molecular structure, C4H8N3O in a non-equilibrium geometry (ωB97M-V with the def2-TZVPD basis set).

Values from the calculation:
Relative energy (zero: lowest compared OMol25 entry of this formula, charge and spin), kcal/mol: 129.0
Orbital gap, eV: 9.49
Net charge: +1

Each line ends with the Löwdin charge.
Element x y z (Å)
C (-1.851, 1.004, 0.112)  -0.26
C (-1.034, -1.258, 0.104)  -0.10
C (0.130, 0.411, 1.228)  -0.03
C (0.185, 0.548, -1.296)  0.09
N (-3.096, -0.379, -0.195)  0.22
N (-2.435, -1.318, -0.243)  0.00
N (-0.596, 0.190, -0.006)  -0.27
O (-1.925, 2.140, 0.132)  0.26
H (-0.867, -1.676, 1.107)  0.15
H (-0.457, -1.949, -0.601)  0.18
H (1.014, -0.385, 1.319)  0.17
H (0.489, 1.518, 1.419)  0.17
H (-0.590, 0.207, 2.001)  0.10
H (-0.464, 0.488, -2.102)  0.09
H (0.695, 1.529, -1.183)  0.14
H (0.928, -0.206, -1.432)  0.10

=====

# 5
Entry from OMol25: 5 unconnected molecules or ions with the total composition C16H23FNO12 in a non-equilibrium geometry (ωB97M-V with the def2-TZVPD basis set).

Values from the calculation:
Orbital gap, eV: 8.32
Net charge: +1

Each line ends with the Löwdin charge.
Element x y z (Å)
F (2.170, 1.025, 2.072)  0.06
C (1.641, 0.666, 0.870)  -0.28
C (1.280, 1.820, -0.051)  -0.04
C (0.038, 2.333, 0.752)  -0.06
C (-0.624, 1.005, 0.949)  0.03
N (0.283, 0.098, 1.055)  0.19
H (2.313, -0.065, 0.425)  0.17
H (2.048, 2.540, -0.292)  0.14
H (0.834, 1.309, -0.902)  0.13
H (-0.526, 3.097, 0.237)  0.12
H (0.308, 2.591, 1.779)  0.14
H (-1.684, 0.803, 0.999)  0.15
H (0.141, -0.892, 1.224)  0.19
C (-4.190, 2.413, -2.685)  -0.09
C (-3.700, 3.118, -1.438)  -0.08
O (-3.055, 2.045, -0.716)  0.03
C (-2.707, 1.098, -1.616)  -0.58
O (-2.008, 0.161, -1.347)  0.13
O (-3.232, 1.340, -2.813)  0.09
H (-4.184, 3.041, -3.561)  0.11
H (-5.181, 1.981, -2.558)  0.15
H (-2.955, 3.885, -1.656)  0.13
H (-4.497, 3.554, -0.843)  0.14
C (3.227, 0.240, 4.804)  -0.14
C (1.833, 0.001, 5.329)  -0.14
O (2.088, -0.574, 6.610)  0.07
C (3.325, -0.183, 7.016)  -0.56
O (3.767, -0.353, 8.099)  0.18
O (3.986, 0.433, 5.996)  0.07
H (3.292, 1.115, 4.165)  0.11
H (3.624, -0.628, 4.272)  0.12
H (1.274, 0.932, 5.461)  0.13
H (1.265, -0.676, 4.705)  0.10
C (3.589, -4.183, 1.225)  -0.10
C (4.282, -4.425, 2.551)  -0.09
O (3.669, -3.437, 3.393)  0.07
C (2.470, -3.126, 2.878)  -0.57
O (1.646, -2.471, 3.438)  0.14
O (2.319, -3.652, 1.642)  0.05
H (3.448, -5.084, 0.637)  0.14
H (4.099, -3.433, 0.619)  0.13
H (4.072, -5.412, 2.962)  0.14
H (5.357, -4.276, 2.511)  0.14
C (-3.969, -0.835, -7.012)  -0.10
C (-2.639, -0.148, -7.250)  -0.11
O (-2.942, 1.214, -6.922)  0.07
C (-4.004, 1.222, -6.094)  -0.56
O (-4.400, 2.183, -5.512)  0.14
O (-4.560, -0.001, -6.007)  0.07
H (-3.871, -1.855, -6.651)  0.13
H (-4.609, -0.827, -7.895)  0.14
H (-1.858, -0.504, -6.577)  0.13
H (-2.290, -0.223, -8.276)  0.13

=====

# 6
Entry from OMol25: 2 unconnected molecules or ions with the total composition C4H8N2O in a non-equilibrium geometry (ωB97M-V with the def2-TZVPD basis set).

Values from the calculation:
SMILES string: CC(=O)C#N.CN
Relative energy (zero: lowest compared OMol25 entry of this formula, charge and spin), kcal/mol: 48.6
Orbital gap, eV: 9.35
Net charge: 0

Each line ends with the Löwdin charge.
Element x y z (Å)
C (1.353, 0.152, 2.186)  -0.19
N (0.024, 0.382, 1.639)  -0.07
C (-0.758, -1.175, -0.593)  -0.15
N (-0.591, -2.234, -0.157)  0.17
C (-1.011, 0.115, -1.294)  -0.45
O (-1.629, 1.001, -0.766)  0.11
C (-0.488, 0.146, -2.703)  -0.01
H (2.029, 0.937, 1.830)  0.07
H (1.728, -0.804, 1.805)  0.07
H (1.411, 0.128, 3.286)  0.06
H (-0.352, 1.271, 1.952)  0.07
H (-0.615, -0.337, 1.962)  0.06
H (-1.010, -0.619, -3.289)  0.10
H (-0.669, 1.132, -3.134)  0.09
H (0.579, -0.097, -2.723)  0.10